1.
Computed, not measured: C3H3NO3 in the gas phase in a non-equilibrium geometry, with ωB97M-V with the def2-TZVPD basis set.

Last column: Löwdin charge in e.
CARTESIAN COORDINATES (ANGSTROEM)
C 1.984 0.077 0.107  -0.23
C 0.930 -0.975 0.014  0.00
C -2.214 0.601 -0.067  -0.34
N -0.852 0.453 -0.080  0.07
O -3.034 -0.227 0.181  0.09
O 1.760 1.258 0.064  0.06
O -0.347 -0.735 -0.079  0.02
H 3.051 -0.144 0.301  0.12
H 1.008 -1.968 -0.237  0.10
H -2.285 1.660 -0.206  0.11

The value obtained for the HOMO energy (alpha / beta) is -9.6 / -9.9 eV. The calculation puts the orbital gap (alpha / beta) at 7.71 / 8.23 eV. The energy above the lowest of the compared OMol25 structures with the same formula, charge and spin comes out at 573.5 kJ/mol. For the LUMO energy (alpha / beta), the calculation gives -1.9 / -1.7 eV.

=====

2.
Computed, not measured: C3H3NO3 in the gas phase, with ωB97M-V with the def2-TZVPD basis set.

Last column: Löwdin charge in e.
CARTESIAN COORDINATES (ANGSTROEM)
N -0.025 0.833 -0.393  0.18
C -0.521 -0.278 0.043  -0.44
O 0.399 -1.061 0.459  0.07
C 1.586 0.094 -0.040  -0.28
O 2.276 0.577 0.788  0.10
C -1.987 -0.658 0.056  -0.15
O -2.365 -1.740 0.411  0.12
H -0.543 1.602 -0.800  0.12
H 1.837 -0.308 -1.025  0.15
H -2.677 0.138 -0.286  0.13

The value obtained for the HOMO energy is -10.4 eV. The calculation puts the orbital gap at 9.62 eV. The energy above the lowest of the compared OMol25 structures with the same formula, charge and spin comes out at 267.5 kJ/mol. For the LUMO energy, the calculation gives -0.7 eV.